The following is a DFT calculation (wB97M-V/def2-TZVPD) of an isolated molecule of C13H16 in a non-equilibrium geometry.

SMILES string: CC1=c2ccccc2=CCC[C@@H]1C
Energy above the lowest of the compared OMol25 structures with the same formula, charge and spin in kJ/mol: 343.26
DFT total energy in eV: -13735.902
M in u: 172.3
E_LUMO (spin up / spin down) in eV: -0.1 / 0.0
Frontier orbital gap (spin up / spin down) in eV: 6.66 / 6.68
Net charge: 0

```
29
C13H16, DFT wB97M-V/def2-TZVPD
C -3.879 -0.362 0.290
C -3.237 -1.582 0.035
C -3.196 0.802 0.115
C -1.879 -1.575 -0.206
C -1.746 0.906 -0.029
C -0.899 -0.478 -0.112
C 0.081 2.532 0.169
C 1.058 1.464 -0.448
C -1.378 2.337 0.008
C 1.393 0.093 0.318
C 0.353 -1.021 0.022
C 2.819 -0.242 0.170
C 0.865 -2.373 0.025
H -5.039 -0.360 0.358
H -3.745 -2.512 -0.159
H -3.690 1.788 0.143
H -1.508 -2.623 -0.350
H 0.323 2.502 1.194
H 0.226 3.546 -0.290
H 0.696 1.149 -1.540
H 2.084 1.924 -0.515
H -2.185 3.013 -0.187
H 1.215 0.342 1.442
H 3.378 0.715 0.339
H 3.118 -0.472 -0.859
H 2.958 -1.054 0.754
H 1.023 -2.620 1.032
H 1.825 -2.406 -0.420
H 0.206 -3.076 -0.441
```

=====

The following is a DFT calculation (wB97M-V/def2-TZVPD) of a structure of composition C13H16AsBF4N3PbS6Sb.

Energy above the lowest of the compared OMol25 structures with the same formula, charge and spin in kJ/mol: 0.00
DFT total energy in eV: -167406.285
M in u: 897.4
E_LUMO in eV: 3.8
Frontier orbital gap in eV: 6.44
Net charge: -2

```
46
C13H16AsBF4N3PbS6Sb, DFT wB97M-V/def2-TZVPD
Pb 2.815 0.757 -0.806
S -0.202 3.797 -3.826
Sb 1.732 3.578 -2.632
S 1.138 2.723 -0.440
S 2.914 1.571 -3.272
S 3.166 5.325 -2.482
N -0.672 -2.445 -0.841
C -1.268 -1.615 -1.766
C -2.519 -1.631 -2.365
C -2.786 -0.616 -3.266
C -1.834 0.373 -3.555
C -0.589 0.380 -2.952
C -0.310 -0.630 -2.037
N 0.830 -0.876 -1.273
C 0.570 -1.956 -0.580
C 1.482 -2.611 0.359
C 1.127 -3.495 1.334
S 2.520 -4.012 2.183
C 3.483 -3.008 1.179
N 2.829 -2.343 0.280
H -1.075 -3.257 -0.413
H -3.258 -2.386 -2.124
H -3.754 -0.580 -3.753
H -2.065 1.168 -4.254
H 0.125 1.152 -3.195
H 0.136 -3.811 1.622
H 4.546 -2.928 1.347
C -2.555 2.211 -0.533
As -2.465 1.491 1.251
C -4.200 1.853 2.041
C -1.281 2.642 2.248
H -3.088 3.161 -0.525
H -3.066 1.492 -1.171
H -1.538 2.354 -0.902
H -4.488 2.894 1.889
H -4.137 1.631 3.105
H -4.927 1.188 1.580
H -1.777 3.588 2.467
H -0.390 2.819 1.647
H -1.012 2.137 3.173
F 5.027 -3.608 3.835
B 5.582 -2.297 3.981
F 4.991 -1.664 5.084
F 6.971 -2.397 4.165
F 5.296 -1.586 2.787
S -2.024 -0.536 1.408
```

=====

The following is a DFT calculation (wB97M-V/def2-TZVPD) of a structure of composition C13H16BN6S2W in a non-equilibrium geometry.

DFT total energy in eV: -46848.786
M in u: 515.1
E_LUMO (spin up / spin down) in eV: -4.4 / -4.1
Multiplicity: 3
Frontier orbital gap (spin up / spin down) in eV: 6.29 / 6.70
Net charge: +1

```
39
C13H16BN6S2W, DFT wB97M-V/def2-TZVPD
W -0.014 -0.448 -0.162
C -0.586 1.018 3.773
C -1.007 0.146 2.763
N -0.118 0.271 1.654
N 0.813 1.249 2.017
C 0.565 1.670 3.258
B 1.842 1.848 1.069
N 2.653 0.709 0.196
C 3.966 0.582 -0.044
C 4.149 -0.456 -1.050
C 2.839 -0.871 -1.349
N 1.963 -0.163 -0.608
N 1.050 2.516 -0.096
C 0.977 3.837 -0.458
C -0.126 3.991 -1.309
C -0.675 2.720 -1.397
N 0.060 1.827 -0.645
H -0.955 1.015 4.776
H -1.733 -0.639 2.750
H 1.265 2.338 3.664
H 2.477 2.711 1.650
H 4.673 1.134 0.544
H 5.083 -0.954 -1.346
H 2.649 -1.692 -2.030
H 1.699 4.579 -0.125
H -0.633 4.887 -1.653
H -1.455 2.279 -1.989
C -3.963 -2.188 -1.340
C -2.489 -2.015 -1.207
S -1.915 -0.372 -1.462
C -1.683 -3.085 -0.827
C -2.031 -4.483 -1.156
S -0.092 -2.758 -0.144
H -4.194 -3.209 -1.527
H -4.406 -1.573 -2.128
H -4.431 -1.893 -0.359
H -2.592 -4.997 -0.381
H -1.030 -5.021 -1.230
H -2.594 -4.512 -2.089
```

=====

The following is a DFT calculation (wB97M-V/def2-TZVPD) of a structure of composition C13H16ClIN2Ni in a non-equilibrium geometry.

Energy above the lowest of the compared OMol25 structures with the same formula, charge and spin in kJ/mol: 31.44
DFT total energy in eV: -78386.482
M in u: 421.3
E_LUMO (spin up / spin down) in eV: -0.5 / -0.5
Multiplicity: 3
Frontier orbital gap (spin up / spin down) in eV: 6.94 / 7.37
Net charge: 0

```
34
C13H16ClIN2Ni, DFT wB97M-V/def2-TZVPD
C 2.379 2.613 1.580
C 2.841 1.319 0.852
H 2.076 3.403 0.873
H 3.260 3.016 2.093
H 1.621 2.464 2.353
H 2.236 0.863 0.019
H 3.752 1.596 0.307
H 3.135 0.539 1.565
C -2.665 1.227 0.233
C -3.840 1.136 -0.513
C -3.923 0.164 -1.519
C -2.824 -0.668 -1.740
H -2.539 1.982 1.009
H -4.650 1.823 -0.296
H -4.823 0.062 -2.116
H -2.824 -1.439 -2.501
N -1.607 0.453 -0.004
C -1.661 -0.492 -0.963
C -0.451 -1.316 -1.128
N 0.662 -0.903 -0.475
C 1.732 -1.694 -0.374
C 0.685 -3.348 -1.756
C 1.781 -2.943 -0.993
H 2.567 -1.317 0.217
H 2.674 -3.552 -0.870
C -0.438 -2.529 -1.836
H -1.327 -2.798 -2.407
H 0.700 -4.306 -2.281
Ni 0.586 1.158 0.673
I 0.140 3.026 -0.784
Cl -0.390 1.226 3.531
C 0.296 0.140 2.358
H 1.257 -0.238 2.732
H -0.417 -0.667 2.159
```